Run i
Entry from OMol25: one molecule with the formula C2H8N6 (the ωB97M-V functional and the def2-TZVPD basis).

Properties
- Kohn-Sham gap (Eh) = 0.3305
- SMILES = [H]/N=C(/N)NN/C=N\N

XYZ file:
```
16
Properties=species:S:1:pos:R:3:nbo_charge:R:1
H -1.887 -1.713 -0.116 0.32
N -2.252 -1.283 0.807 -0.72
C -1.660 -0.131 0.768 0.55
N -1.595 0.953 1.564 -0.84
N -0.367 -0.209 -0.018 -0.47
N 0.082 0.906 -0.568 -0.47
C 1.206 0.785 -1.409 0.17
N 2.273 0.127 -1.154 -0.27
N 2.163 -1.105 -0.389 -0.70
H -2.200 0.771 2.306 0.42
H -0.772 1.551 1.409 0.43
H -0.629 -0.910 -0.761 0.32
H -0.702 1.356 -0.933 0.35
H 1.467 1.531 -2.011 0.19
H 3.079 -1.637 -0.204 0.37
H 1.794 -0.989 0.709 0.36
```

=====

Run ii
Entry from OMol25: one molecule with the formula C2H8N6 (the ωB97M-V functional and the def2-TZVPD basis).

Properties
- Kohn-Sham gap (Eh) = 0.3361
- SMILES = C=NN/C(=N\N)NN

XYZ file:
```
16
Properties=species:S:1:pos:R:3:nbo_charge:R:1
C -1.543 -2.521 1.195 -0.29
N -0.460 -1.977 0.596 -0.22
N -0.728 -0.840 -0.071 -0.49
C 0.191 0.264 -0.516 0.47
N 1.085 0.769 0.076 -0.32
N 1.503 0.628 1.467 -0.66
N -0.224 0.869 -1.697 -0.44
N 0.120 2.409 -1.661 -0.71
H -2.697 -2.155 1.180 0.21
H -0.862 -3.580 1.352 0.25
H -1.876 -0.659 -0.067 0.36
H 1.700 -0.351 1.588 0.36
H 2.390 1.275 1.555 0.37
H 0.519 0.224 -2.491 0.38
H -0.405 2.900 -0.806 0.38
H 1.288 2.747 -1.701 0.37
```

=====

Run iii
Entry from OMol25: one molecule with the formula C2H8N6 (the ωB97M-V functional and the def2-TZVPD basis).

Properties
- Kohn-Sham gap (spin up / spin down) (Eh) = 0.2286 / 0.3090

XYZ file:
```
16
Properties=species:S:1:pos:R:3:nbo_charge:R:1
C -0.247 -0.901 3.395 -0.50
C 0.198 -0.256 -3.189 -0.46
N 0.371 1.778 -0.196 -0.06
N 0.180 1.417 0.976 -0.11
N 0.228 1.277 -1.359 -0.15
N -0.337 -0.125 1.113 -0.19
N -0.566 -1.048 1.957 -0.16
N 0.053 -0.010 -1.730 -0.40
H -0.517 -0.004 4.051 0.21
H -0.819 -1.754 3.844 0.22
H 0.804 -0.829 3.612 0.22
H 1.200 0.215 -3.354 0.18
H 0.164 -1.293 -3.231 0.22
H -0.585 0.104 -3.899 0.19
H 0.424 1.869 -2.173 0.37
H -0.551 -0.440 0.183 0.40
```

=====

Most stable one: run i, least stable one: run ii.

=====

Run i
Entry from OMol25: one molecule with the formula C3H5NS3 (the ωB97M-V functional and the def2-TZVPD basis).

Properties
- Kohn-Sham gap (Eh) = 0.3289
- SMILES = SN=C1SCCS1

XYZ file:
```
12
Properties=species:S:1:pos:R:3:nbo_charge:R:1
S 3.398 0.866 -0.092 0.15
N 2.005 0.944 0.912 -0.57
C 0.973 0.554 0.446 -0.04
S 0.604 -0.174 -1.175 0.25
C -0.912 -0.805 -0.537 -0.58
C -1.722 0.351 0.214 -0.56
S -0.445 0.798 1.419 0.30
H 2.895 -0.349 -0.805 0.11
H -0.861 -1.661 0.437 0.22
H -1.364 -1.310 -1.410 0.24
H -2.252 1.035 -0.438 0.24
H -2.319 -0.249 1.028 0.24
```

=====

Run ii
Entry from OMol25: C3H5NS3 as an isolated structure (the ωB97M-V functional and the def2-TZVPD basis).

Properties
- Kohn-Sham gap (Eh) = 0.2743

XYZ file:
```
12
Properties=species:S:1:pos:R:3:nbo_charge:R:1
C -0.500 1.266 0.979 -0.73
C 0.294 -0.518 -0.544 0.02
C 1.701 -0.336 -0.683 -0.31
H -1.474 0.695 1.245 0.23
H -0.686 2.542 0.976 0.27
H 0.632 0.583 1.449 0.29
H 2.008 0.369 -1.358 0.20
H -2.380 -0.772 -0.437 0.11
N -0.179 -1.701 -0.327 -0.51
S -0.726 0.953 -0.980 0.11
S 3.128 -1.018 -0.144 0.08
S -1.818 -2.064 -0.177 0.24
```

=====

Most stable one: run i, least stable one: run ii.

=====

Run i
Entry from OMol25: a 2-piece molecular cluster, C2H9N2O overall (the ωB97M-V functional and the def2-TZVPD basis).

Properties
- Kohn-Sham gap (Eh) = 0.3848
- total charge = +1

XYZ file:
```
14
Properties=species:S:1:pos:R:3:nbo_charge:R:1
C 0.450 -1.535 0.922 -0.30
C -0.313 -0.455 0.132 0.33
N 0.156 0.550 -0.481 -0.62
N 1.781 -1.113 0.713 -0.86
O -1.909 2.200 -1.449 -0.98
H 0.035 -1.634 1.855 0.25
H 0.119 -2.475 0.528 0.25
H -1.382 -0.577 0.206 0.21
H -0.494 1.385 -0.745 0.48
H 1.092 0.753 -0.309 0.43
H -2.680 2.665 -1.046 0.51
H 2.262 -0.996 1.568 0.39
H 2.353 -1.723 0.187 0.39
H -1.469 2.954 -2.080 0.51
```

=====

Run ii
Entry from OMol25: an isolated ion of composition C2H9N2O and charge +1 (the ωB97M-V functional and the def2-TZVPD basis).

Properties
- Kohn-Sham gap (Eh) = 0.3633
- total charge = +1
- SMILES = [NH3+]CNCO

XYZ file:
```
14
Properties=species:S:1:pos:R:3:nbo_charge:R:1
N -2.014 -0.316 0.427 -0.72
C -1.233 0.362 -0.800 -0.03
N 0.085 0.581 -0.272 -0.70
C 1.105 -0.422 0.015 0.11
O 2.389 -0.003 0.452 -0.67
H -2.936 -0.645 0.181 0.44
H -1.446 -1.059 0.807 0.43
H -2.078 0.451 1.235 0.46
H -1.319 -0.371 -1.619 0.20
H -1.948 1.100 -1.197 0.26
H 0.566 1.516 -0.488 0.44
H 1.220 -0.978 -0.985 0.16
H 0.647 -1.143 0.707 0.13
H 2.459 -0.341 1.365 0.49
```

=====

Most stable one: run i, least stable one: run ii.